{
  "formula": "C34H87N13O7P4S",
  "method": "wB97M-V/def2-TZVPD",
  "elements": ["C", "C", "C", "C", "C", "C", "C", "O", "S", "O", "O", "C", "C", "N", "C", "H", "H", "H", "H", "H", "H", "H", "H", "H", "H", "H", "H", "H", "H", "H", "O", "P", "N", "C", "C", "N", "C", "C", "N", "C", "C", "H", "H", "H", "H", "H", "H", "H", "H", "H", "H", "H", "H", "H", "H", "H", "H", "H", "H", "O", "P", "N", "C", "C", "N", "C", "C", "N", "C", "C", "H", "H", "H", "H", "H", "H", "H", "H", "H", "H", "H", "H", "H", "H", "H", "H", "H", "H", "O", "P", "N", "C", "C", "N", "C", "C", "N", "C", "C", "H", "H", "H", "H", "H", "H", "H", "H", "H", "H", "H", "H", "H", "H", "H", "H", "H", "H", "O", "P", "N", "C", "C", "N", "C", "C", "N", "C", "C", "H", "H", "H", "H", "H", "H", "H", "H", "H", "H", "H", "H", "H", "H", "H", "H", "H", "H"],
  "coordinates": [[-3.4388, -2.2627, -0.4294], [-4.0641, -3.6983, 0.0595], [-5.2146, -4.5587, -0.7383], [-5.8283, -6.0211, -0.2303], [-5.1997, -6.6604, 1.1516], [-4.0302, -5.8574, 2.0098], [-3.5015, -6.5834, 3.3965], [-2.4883, -7.6523, 3.1506], [-1.7285, -7.4006, 1.6445], [-2.1992, -8.4979, 0.6136], [-0.0164, -7.6882, 1.7481], [0.5419, -6.5128, 1.0011], [1.0004, -6.8916, -0.5387], [0.1966, -6.1447, -1.6122], [-3.4806, -4.3742, 1.4713], [-2.4075, -2.1305, 0.1334], [-4.1248, -1.3321, -0.2486], [-3.1677, -2.2905, -1.5873], [-5.6652, -4.1445, -1.7421], [-6.6789, -6.5908, -0.8178], [-5.5963, -7.6958, 1.5263], [-3.0995, -5.7678, 4.1569], [-4.4669, -7.1024, 3.8691], [1.4679, -6.1301, 1.6344], [-0.2614, -5.6315, 0.9458], [1.0237, -8.0456, -0.7348], [2.1144, -6.4824, -0.6518], [-0.1969, -6.8964, -2.2543], [0.8544, -5.6105, -2.2226], [-2.6700, -3.8313, 2.1226], [-4.4535, 0.0501, 2.1951], [-4.9293, 0.4804, 3.6044], [-5.4948, 1.9912, 3.0826], [-4.6578, 3.0571, 2.5701], [-6.7558, 1.9418, 2.3459], [-3.3624, 0.4894, 4.2825], [-2.6280, 1.6191, 4.8207], [-2.3882, -0.4412, 3.6894], [-5.4763, 0.9750, 5.2244], [-6.4638, 0.0176, 5.7250], [-5.8687, 2.3156, 5.6597], [-5.1684, 4.0205, 2.6919], [-4.4109, 2.9157, 1.5139], [-3.7274, 3.1637, 3.1261], [-7.5604, 1.6119, 3.0114], [-6.7024, 1.2422, 1.5048], [-7.0535, 2.9209, 1.9537], [-2.1443, 2.2078, 4.0362], [-1.8303, 1.2722, 5.4925], [-3.2312, 2.2810, 5.4362], [-1.9696, -0.0363, 2.7685], [-2.8521, -1.4099, 3.4711], [-1.5629, -0.6530, 4.3800], [-7.4236, 0.1315, 5.2077], [-6.6262, 0.1238, 6.8036], [-6.1148, -1.0111, 5.5597], [-6.8517, 2.6090, 5.2681], [-5.1452, 3.0847, 5.3807], [-5.9261, 2.3532, 6.7542], [0.3736, -0.9164, 0.2987], [1.2806, -0.3100, -0.8000], [2.5618, -1.3792, -0.4999], [3.3389, -1.4186, 0.7224], [2.3482, -2.7335, -1.0055], [1.4171, 1.2135, -0.0412], [2.6129, 1.8477, 0.4814], [0.2818, 1.6295, 0.7983], [2.3233, 0.3872, -2.0630], [1.6538, 0.2953, -3.3613], [3.7542, 0.1564, -2.2624], [4.3176, -1.8731, 0.5249], [2.8362, -1.9841, 1.5123], [3.5665, -0.4253, 1.1066], [2.3122, -2.7185, -2.0998], [1.4053, -3.1545, -0.6404], [3.1560, -3.4197, -0.7268], [2.8727, 1.4797, 1.4780], [2.4615, 2.9322, 0.5746], [3.4797, 1.7503, -0.1668], [0.3272, 1.1594, 1.7802], [-0.6726, 1.3704, 0.3258], [0.2620, 2.7173, 0.9369], [1.6482, -0.7364, -3.7321], [2.1254, 0.9404, -4.1113], [0.6092, 0.6254, -3.2754], [3.9611, -0.8383, -2.6789], [4.3379, 0.2725, -1.3465], [4.1601, 0.8969, -2.9620], [3.2919, 0.2445, -6.8328], [4.2917, -0.3816, -7.8358], [3.1079, -0.6817, -9.0118], [2.0103, -1.6158, -8.8629], [2.6639, 0.5063, -9.7378], [4.6734, -1.7131, -6.8375], [4.4306, -3.1205, -7.0934], [4.5671, -1.4932, -5.3859], [5.4410, -1.1013, -8.9888], [6.4875, -0.1306, -9.3126], [5.1281, -1.8655, -10.1965], [1.6522, -1.9276, -9.8519], [1.1761, -1.1854, -8.3012], [2.3105, -2.5405, -8.3720], [3.4894, 0.9032, -10.3379], [2.3319, 1.2945, -9.0535], [1.8438, 0.2936, -10.4328], [3.4032, -3.4112, -6.8568], [5.0867, -3.7421, -6.4680], [4.6576, -3.4265, -8.1111], [3.5322, -1.5666, -5.0529], [4.9594, -0.5085, -5.1074], [5.1630, -2.2229, -4.8243], [6.1043, 0.6617, -9.9665], [7.3497, -0.6045, -9.7955], [6.8630, 0.3449, -8.3959], [4.7560, -1.2265, -11.0083], [4.3983, -2.6593, -10.0232], [6.0284, -2.3728, -10.5636], [1.1870, 4.5095, 2.6056], [0.7112, 4.9398, 4.0148], [0.1457, 6.4506, 3.4931], [0.9827, 7.5165, 2.9806], [-1.1153, 6.4011, 2.7563], [2.2781, 4.9487, 4.6930], [3.0125, 6.0784, 5.2312], [3.2523, 4.0182, 4.0999], [0.1642, 5.4344, 5.6349], [-0.8233, 4.4770, 6.1355], [-0.2282, 6.7749, 6.0702], [0.4721, 8.4798, 3.1024], [1.2296, 7.3751, 1.9244], [1.9131, 7.6231, 3.5366], [-1.9199, 6.0713, 3.4219], [-1.0619, 5.7015, 1.9153], [-1.4130, 7.3802, 2.3642], [3.4962, 6.6672, 4.4467], [3.8101, 5.7316, 5.9030], [2.4093, 6.7403, 5.8467], [3.6709, 4.4231, 3.1790], [2.7884, 3.0494, 3.8816], [4.0775, 3.8064, 4.7905], [-1.7832, 4.5909, 5.6182], [-0.9857, 4.5832, 7.2141], [-0.4743, 3.4482, 5.9701], [-1.2112, 7.0684, 5.6786], [0.4953, 7.5441, 5.7912], [-0.2856, 6.8125, 7.1647]],
  "max_force_ev_per_a": 7.2,
  "orbital_gap_ev": 6.705,
  "charge": 0,
  "homo_ev": -7.757,
  "energy_ha": -4348.84253
}